Entry from the OMol25 dataset: a 2-piece molecular cluster, C16H17NO overall (ωB97M-V/def2-TZVPD).

The value obtained for the HOMO-LUMO gap is 8.10 eV. The structure (SMILES) is Cc1c[nH]c2ccccc12.Cc1ccc(O)cc1. The HOMO energy comes out at -0.2743 Ha. The value obtained for the energy relative to the best compared isomer or geometry (same formula, charge and spin) is 288.1 kJ/mol.

Structure (ORCA input):
```
! wB97M-V def2-TZVPD RIJCOSX def2/J DEFGRID3
* xyz 0 1
C 1.40 0.39 2.79
C 3.27 -1.44 3.12
C 0.57 1.08 -3.04
H -2.95 -0.50 2.47
C -0.42 -1.67 2.58
C 0.04 0.72 2.82
H -0.28 1.78 2.97
C -0.72 0.60 -2.69
H 1.16 -2.97 3.21
H 2.40 1.21 -4.36
C 0.80 2.16 -2.12
H -1.28 -0.85 -4.20
H -3.32 -1.52 -2.73
H 3.28 -2.44 3.19
O -2.15 0.01 2.91
C 1.41 0.76 -4.25
C -3.01 -0.32 -1.27
C 0.90 -1.96 2.86
C 1.82 -0.98 2.86
H -1.01 -2.54 2.34
C -1.58 -0.36 -3.23
H -0.12 2.65 -0.25
H 1.34 -0.34 -4.36
H 1.49 2.93 -2.18
C -0.88 -0.31 2.74
C -2.27 0.81 -0.79
H 2.09 1.11 3.11
H -3.74 -0.80 -0.61
H 3.58 -0.88 3.88
H 3.88 -1.08 2.30
N -0.16 2.19 -1.11
C -2.66 -0.77 -2.49
H 0.83 1.00 -5.20
H -2.57 1.17 0.21
C -1.14 1.16 -1.49
*
```



Entry from the OMol25 dataset: C58H52As2BrN3O3SSiTa as an isolated structure (ωB97M-V/def2-TZVPD).

The value obtained for the HOMO-LUMO gap is 7.71 eV. The HOMO energy comes out at -0.3922 Ha. The value obtained for the energy relative to the best compared isomer or geometry (same formula, charge and spin) is 115.1 kJ/mol.

Structure (ORCA input):
```
! wB97M-V def2-TZVPD RIJCOSX def2/J DEFGRID3
* xyz 1 1
N 3.01 -0.43 -2.91
H -6.26 -0.55 0.79
C -5.79 0.45 -2.40
C -0.12 0.84 -3.56
C -0.79 -3.46 2.39
C 3.63 -4.81 1.21
C 4.90 2.96 2.13
H -3.49 -2.06 -3.38
H 2.94 2.34 2.74
C -3.69 -0.23 -1.40
C 2.38 -4.29 1.53
H -2.90 0.86 2.13
H 1.78 -3.32 4.93
N 3.00 0.40 -1.81
C 0.16 2.18 2.48
H -0.38 1.46 -4.41
C 5.57 2.29 -0.07
H -3.83 -5.88 2.57
C -2.47 -5.19 -2.65
H 5.11 3.46 3.07
C -1.82 5.62 -2.63
H 0.09 3.22 4.36
H -4.44 3.49 -2.74
C -2.94 -2.85 -2.88
C 1.80 3.35 -4.23
H -1.89 2.77 -0.13
C -3.10 -3.98 1.87
H -1.58 6.68 -2.69
C -3.42 3.84 -2.67
H -7.53 0.33 -1.16
H 0.39 -0.67 7.98
H -2.64 -6.22 -2.96
H 0.95 1.52 2.84
H 1.50 -4.91 1.41
C 2.16 -1.38 -2.78
H -0.67 0.76 6.26
C -0.32 3.13 3.36
C -3.13 5.19 -2.77
C -5.75 -0.32 -0.14
C 2.25 -2.98 1.99
H -0.69 -3.40 -0.42
C 1.23 -2.43 5.21
H 0.24 -4.99 3.52
C -0.35 2.02 1.19
H 5.74 -4.42 1.10
C -1.60 -4.91 -1.61
H -1.07 -5.71 -1.10
C -1.39 -3.59 -1.22
C -0.70 -4.70 3.05
H 5.01 0.65 -2.11
C 2.65 3.74 -2.02
H -3.85 -0.92 0.62
C -0.05 -0.49 4.63
As -1.77 -0.65 -1.45
H -1.69 -6.50 3.63
O -2.34 0.13 1.86
C -1.78 -5.56 3.11
H -1.03 -1.10 -3.78
H 2.60 3.58 -0.95
C -1.91 3.84 1.70
H -4.04 -3.70 1.39
C -1.27 -0.15 -3.31
C -1.40 2.87 0.83
O 0.32 -0.96 1.44
C 3.40 -2.19 2.10
C 0.63 -1.64 4.23
H 3.32 -1.17 2.45
H 1.61 -2.71 7.30
C 5.85 2.95 1.11
H -0.52 0.14 3.88
H 0.22 5.06 -2.31
H -2.24 -0.43 2.64
C -2.99 -5.20 2.52
C 3.68 2.34 1.95
C 0.46 -0.94 6.93
H 2.67 -2.27 -4.52
C -0.14 -0.14 5.97
H 4.38 5.55 -4.30
C 4.76 -4.02 1.34
C -1.08 3.35 -2.36
C -6.46 0.17 -1.23
H -2.73 4.47 1.39
H -3.94 0.49 -3.43
H 2.77 4.42 -5.81
H -2.65 1.89 -2.33
C 1.76 3.10 -2.87
C -2.01 -3.13 1.81
C 3.40 1.72 0.75
C -4.41 0.26 -2.49
C 4.14 0.88 -1.50
H -2.16 0.22 -3.79
H 0.80 0.31 -3.81
N 1.96 -2.26 -3.81
C 4.65 -2.70 1.78
C 1.15 -2.08 6.55
C -3.14 -4.16 -3.29
H 3.72 -5.83 0.86
H -3.92 5.91 -2.94
C -4.38 -0.52 -0.23
O 2.19 1.10 0.57
Ta 0.61 0.31 0.10
H 1.09 2.89 -4.91
C -1.36 3.96 2.96
C -2.06 -2.55 -1.85
C 4.34 1.67 -0.28
H -2.11 -2.19 1.27
C 3.65 4.86 -3.89
S 1.18 -1.70 -1.35
Si 0.62 -2.26 2.48
As 0.35 2.04 -2.09
H -3.82 -4.37 -4.10
H 5.53 -2.08 1.88
H 4.29 5.11 -1.86
H 6.81 3.42 1.26
C 3.60 4.61 -2.53
Br -2.04 5.25 4.16
C -0.79 4.70 -2.43
H 1.53 -3.14 -3.58
H -6.33 0.83 -3.26
C 2.75 4.22 -4.74
H 6.30 2.26 -0.87
C -2.40 2.93 -2.45
*
```



Entry from the OMol25 dataset: C58H43N5O5P2SiSn as an isolated structure (ωB97M-V/def2-TZVPD).

The value obtained for the HOMO-LUMO gap is 5.59 eV. The HOMO energy comes out at -0.0698 Ha.

Structure (ORCA input):
```
! wB97M-V def2-TZVPD RIJCOSX def2/J DEFGRID3
* xyz -2 1
C -0.60 -3.14 4.53
H -6.57 3.79 -1.26
H -1.42 -4.95 5.33
C -6.75 0.51 -0.52
H 0.88 1.96 2.90
H -3.91 0.90 2.31
C 0.55 -0.46 5.34
C -7.20 1.78 -0.82
C 0.39 -0.81 -7.50
C -0.62 -0.14 6.03
H -4.16 3.27 -1.14
P 0.62 -0.80 3.53
P 2.16 0.33 -0.54
H -1.56 -0.10 5.49
H 4.85 -0.86 -0.65
C -2.87 1.15 2.48
H 3.71 1.93 -5.80
C -5.01 -1.19 -0.11
H -1.21 -0.24 -9.99
H 0.02 1.04 -9.73
H -0.16 -4.35 -0.67
H -6.45 -2.18 -1.28
H -3.47 -3.58 1.29
C -0.05 -0.51 -4.82
H 4.19 -4.80 0.86
H 3.64 2.98 -0.75
C 4.17 -1.63 -0.30
N 1.83 7.45 -2.04
H -0.71 3.75 2.35
C -0.63 0.42 2.98
C -4.41 1.20 -0.68
H 3.74 -1.06 -2.74
H -1.13 -4.72 1.08
C -0.26 -2.41 3.39
C 1.79 -0.19 7.40
O 0.43 -0.80 -8.88
C 1.72 6.70 -1.17
C -0.58 0.15 7.38
H -0.46 -2.71 5.51
C 2.79 0.79 -2.20
C -0.56 -3.35 -0.85
H -7.48 -0.27 -0.30
C 3.45 1.61 -4.80
C -0.98 -4.26 2.05
N -5.71 -2.25 -0.61
C 3.24 1.32 0.57
O 0.50 -0.94 -2.56
C 1.17 -1.55 -6.64
H -3.12 3.24 2.07
H 1.51 -1.91 -4.54
C -1.07 2.75 2.50
H -1.65 -3.41 -0.92
H 4.82 4.31 0.92
C -4.90 2.50 -0.96
C 0.81 4.62 -0.26
C -5.40 0.19 -0.43
O -1.22 0.64 -8.13
N -4.06 -1.61 0.70
C 3.43 0.85 1.87
H -2.34 -0.89 2.87
C 0.93 -1.37 -5.28
H -0.18 -3.01 -1.81
Si -0.01 -2.04 0.44
C -6.25 2.78 -1.03
C -0.84 0.23 -5.72
C 3.77 2.57 0.24
H -1.50 0.41 7.90
C 4.64 2.85 2.48
C -1.14 -4.41 4.43
C -0.26 -0.33 -3.34
H 3.03 -0.11 2.16
H 5.74 -3.08 -0.04
C -1.33 -4.97 3.18
H 2.41 3.43 -4.31
C 1.75 -0.48 6.04
O -3.15 0.97 -0.66
C 3.48 -0.06 -3.06
C -1.98 0.13 2.80
H 5.15 3.45 3.21
H 2.67 -0.72 5.51
C 1.58 5.78 -0.10
H -5.53 -4.38 -0.36
H 1.78 2.68 -2.06
C 2.39 2.04 -2.68
C -0.42 -2.97 2.10
H 0.65 0.36 9.13
C 2.20 6.07 1.14
H 2.74 -0.21 7.93
N 0.19 3.65 -0.41
Sn -0.94 0.62 -0.65
C 0.62 0.13 8.08
H 4.35 -0.33 -5.00
H -1.76 -5.97 3.09
C 2.81 -1.35 -0.18
H -8.26 2.00 -0.87
C -0.18 1.73 2.81
C -0.51 0.20 -9.28
C 2.46 -3.54 0.71
C 3.81 -3.83 0.57
N 2.72 6.32 2.15
C -0.59 0.05 -7.05
C -5.17 -3.40 -0.10
C 1.92 -2.31 0.33
C 4.68 -2.87 0.06
C 4.13 1.60 2.81
C 2.73 2.45 -3.96
H 1.81 -4.30 1.13
C 4.46 3.32 1.19
C 3.82 0.35 -4.35
C -4.15 -2.98 0.71
O -1.18 0.45 -2.97
C -2.42 2.46 2.35
H -1.60 0.90 -5.34
H 1.94 -2.22 -7.01
H 4.24 1.21 3.82
*
```



Entry from the OMol25 dataset: one molecule with the formula C5H4F2 (ωB97M-V/def2-TZVPD).

The value obtained for the HOMO-LUMO gap is 8.91 eV. The HOMO energy comes out at -0.3425 Ha. The value obtained for the energy relative to the best compared isomer or geometry (same formula, charge and spin) is 409.3 kJ/mol.

Structure (ORCA input):
```
! wB97M-V def2-TZVPD RIJCOSX def2/J DEFGRID3
* xyz 0 1
C -0.54 1.03 1.20
F -1.80 1.46 1.34
H 2.07 0.26 -0.36
C -0.70 -0.53 -0.99
C 0.65 -1.10 -1.45
C -0.11 0.22 0.21
H -1.23 0.06 -1.74
C 1.23 -0.41 -0.19
H 1.57 -1.19 0.50
F 0.23 1.53 2.16
H -1.37 -1.34 -0.69
*
```



Entry from the OMol25 dataset: a 2-piece molecular cluster, C4H6N2 overall (ωB97M-V/def2-TZVPD).

The value obtained for the HOMO-LUMO gap is 8.88 eV. The HOMO energy comes out at -0.3106 Ha. The value obtained for the energy relative to the best compared isomer or geometry (same formula, charge and spin) is 519.2 kJ/mol.

Structure (ORCA input):
```
! wB97M-V def2-TZVPD RIJCOSX def2/J DEFGRID3
* xyz 0 1
H 0.44 -0.75 1.23
C -0.30 1.02 0.13
N -0.14 -0.79 -0.83
H -2.27 -0.23 -0.33
H -0.71 1.43 1.05
C 2.08 -0.07 0.06
N 3.21 0.05 -0.11
H -2.14 -0.47 0.65
H 0.16 1.80 -0.47
C -1.18 0.10 -0.73
C 0.63 -0.22 0.27
H -0.17 -1.75 -1.13
*
```



Entry from the OMol25 dataset: one molecule with the formula C4H5NO (ωB97M-V/def2-TZVPD).

The value obtained for the HOMO-LUMO gap is 9.66 eV. The structure (SMILES) is C=C/C=C1\NO1. The HOMO energy comes out at -0.3197 Ha. The value obtained for the energy relative to the best compared isomer or geometry (same formula, charge and spin) is 388.4 kJ/mol.

Structure (ORCA input):
```
! wB97M-V def2-TZVPD RIJCOSX def2/J DEFGRID3
* xyz 0 1
H -1.51 -0.76 -0.44
H -0.86 2.19 0.15
C -1.66 0.30 -0.27
C -0.65 1.13 0.00
H 0.67 -2.26 0.63
C 1.21 -0.48 0.00
O 2.31 -1.24 0.05
H -2.68 0.67 -0.34
N 0.94 -1.82 -0.25
H 1.51 1.53 0.33
C 0.77 0.76 0.12
*
```



Entry from the OMol25 dataset: a 8-piece molecular cluster, C18H61FN7O6 overall (ωB97M-V/def2-TZVPD).

The value obtained for the HOMO-LUMO gap (spin up / spin down) is 5.85 / 2.92 eV. As for the expectation value of S²: 0.755. The HOMO energy (spin up / spin down) comes out at -0.6495 / -0.6495 Ha.

Structure (ORCA input):
```
! wB97M-V def2-TZVPD RIJCOSX def2/J DEFGRID3
* xyz 4 2
H 1.24 -4.13 -2.67
H -3.67 -1.34 0.04
C 0.44 -5.00 2.19
H -0.23 -4.75 6.26
N 2.38 0.12 -3.91
C 2.81 -2.22 -4.10
H 1.25 4.44 -1.67
O 1.48 -1.57 0.43
H -3.01 -0.07 -0.87
H -0.52 5.77 2.56
H 2.32 -1.03 -5.71
H 0.09 2.93 -1.38
H 3.50 -2.87 -4.63
O 1.50 -2.69 -4.10
C 1.98 -3.89 0.69
H -1.79 1.51 4.22
H 1.44 3.27 -0.41
H 1.31 0.29 3.21
C 2.52 -2.55 0.31
H -0.79 -1.43 -3.08
H -1.89 3.92 -1.01
H -0.42 -5.16 1.56
H -1.01 -0.17 -4.07
H -0.84 -3.21 5.81
C 2.98 -0.89 -4.86
H -3.34 5.55 0.97
C -0.41 -4.72 3.45
N 1.07 -3.75 1.78
H 2.74 -4.67 0.77
H -2.94 3.09 -2.13
H 3.08 0.23 -3.20
H -3.37 3.36 -0.50
H -2.41 6.90 1.61
H -1.53 4.40 3.98
C -1.14 1.48 3.35
C -2.50 6.21 0.77
H 1.63 3.61 -4.20
C -2.02 4.51 3.02
H -4.50 -0.16 -0.79
H 4.00 -0.58 -5.07
H -2.75 5.31 3.18
H 2.02 1.49 -5.49
N -2.75 3.35 2.58
C -0.99 4.97 2.00
H 0.93 -3.45 6.19
C 2.41 1.49 -4.47
N -1.13 -1.77 0.41
H -2.66 1.24 2.08
H -0.15 4.27 2.04
H -0.21 -2.12 0.61
H 1.50 -4.23 -0.22
H -0.46 0.09 -2.49
H -1.08 -0.77 0.31
H 0.34 -4.32 -4.15
H 3.38 -2.27 0.93
H -2.47 6.85 -0.12
C -1.97 2.06 2.27
H 0.55 2.35 -3.68
H 3.43 1.89 -4.46
C 0.50 -0.38 3.52
H -1.79 -2.12 1.10
N -3.71 -0.79 -0.80
H -3.58 3.41 2.01
H -2.23 2.38 -0.88
H 1.11 -5.84 2.39
N -2.63 3.25 -1.19
H -0.85 -5.69 3.70
O -1.40 5.36 0.69
H -1.30 2.15 1.41
H -3.72 -1.21 -1.73
C 1.87 -0.15 0.22
H 0.48 -0.51 4.60
H 1.16 0.64 -0.04
H -1.33 -2.17 -0.50
H 0.67 -1.38 3.12
C 1.32 -4.05 -3.76
H 2.38 0.17 1.13
H 3.08 -2.13 -3.04
C 0.03 -3.85 5.71
H -1.22 -4.04 3.19
O 0.46 -4.21 4.41
C 1.60 2.64 -3.69
O 1.98 2.63 -2.31
H 1.91 -4.84 -4.23
N -0.44 -0.51 -3.31
O -0.74 0.24 2.93
H 2.65 0.10 -0.50
H 1.38 -3.25 2.60
H 0.53 -0.51 -3.60
C 1.08 3.39 -1.43
F -1.38 0.81 -0.84
H -0.22 2.00 3.62
H 2.96 -2.68 -0.67
*
```



Entry from the OMol25 dataset: C3H4LiO2Zn as an isolated structure (ωB97M-V/def2-TZVPD).

The value obtained for the HOMO-LUMO gap (spin up / spin down) is 3.83 / 6.04 eV. As for the expectation value of S²: 0.754. The HOMO energy (spin up / spin down) comes out at -0.1896 / -0.2714 Ha. The value obtained for the energy relative to the best compared isomer or geometry (same formula, charge and spin) is 69.7 kJ/mol.

Structure (ORCA input):
```
! wB97M-V def2-TZVPD RIJCOSX def2/J DEFGRID3
* xyz 0 2
H -4.23 0.14 -4.18
O -2.30 3.22 -4.00
H -1.55 2.37 -6.77
C -2.25 1.99 -3.88
C -3.50 1.41 -6.90
H -3.78 1.87 -7.86
C -2.37 1.84 -6.28
H -3.79 0.36 -6.87
O -2.00 1.31 -5.05
Zn -3.26 0.61 -2.66
Li -2.82 4.15 -5.59
*
```